[1]
{"formula": "C46H65BrInN2O2PS3Sb2Te", "method": "wB97M-V/def2-TZVPD", "homo_lumo_gap_ha": [0.239, 0.208], "s2": 0.760, "mol_weight_g_mol": 1371.1, "total_charge": -1, "de_lowest_kj_mol": 0.0, "multiplicity": 2, "species": ["H", "C", "C", "H", "H", "H", "H", "C", "Br", "H", "H", "C", "C", "H", "H", "S", "H", "C", "H", "H", "H", "H", "C", "H", "C", "C", "C", "C", "H", "H", "H", "H", "H", "C", "C", "S", "C", "H", "C", "H", "C", "H", "H", "H", "C", "H", "O", "H", "C", "H", "H", "C", "H", "H", "H", "C", "H", "C", "C", "H", "C", "H", "H", "C", "H", "C", "H", "C", "C", "H", "H", "C", "C", "C", "H", "H", "C", "H", "C", "H", "C", "C", "H", "H", "S", "H", "H", "C", "H", "H", "H", "H", "H", "C", "H", "H", "C", "C", "In", "H", "C", "C", "C", "C", "H", "C", "Sb", "C", "Sb", "H", "H", "P", "C", "O", "N", "Te", "C", "H", "H", "H", "H", "H", "H", "N"], "xyz": [[5.055, 0.348, -0.188], [3.748, -1.008, -4.296], [4.598, 0.239, -6.112], [-5.349, -1.387, -0.746], [3.473, 4.466, -2.600], [1.978, 1.727, -4.541], [-0.044, 1.844, 4.650], [-1.526, 2.612, -2.095], [4.114, -6.328, 0.742], [-5.481, 0.101, 0.201], [2.526, -0.346, -5.953], [4.068, 1.693, 1.201], [-1.542, 3.485, 3.170], [4.674, -4.310, -1.360], [-1.193, 2.112, -3.002], [-1.098, -4.463, -1.486], [0.174, 4.341, 5.196], [0.629, -0.090, 6.162], [-0.650, 5.217, -0.022], [-6.573, -1.485, 3.405], [-3.057, -3.812, 0.540], [1.837, 5.714, -1.659], [2.109, -4.324, 0.874], [-5.688, -2.940, 3.884], [1.865, 4.243, -0.102], [1.992, -2.395, -0.579], [0.775, 1.803, 3.943], [1.568, -0.383, 4.997], [5.169, 3.220, 2.301], [2.575, -0.532, 5.403], [3.676, 7.029, 1.948], [-2.234, 4.647, -0.573], [6.179, 2.191, 1.273], [-0.572, 4.839, -2.722], [2.893, 5.036, 1.940], [-2.430, -0.992, -0.392], [-5.658, -0.972, 0.209], [3.413, -0.086, 3.087], [3.255, -4.723, 0.198], [1.715, -4.926, 1.678], [0.217, 4.899, 4.257], [-1.247, -2.941, 2.235], [3.400, -0.118, 0.198], [0.684, -0.894, 6.898], [2.699, 0.732, 3.059], [-2.235, 4.314, 3.010], [1.387, -1.202, -0.872], [4.462, 0.753, -7.055], [2.862, 1.734, 2.114], [0.881, 0.848, 6.660], [2.055, 4.714, -3.633], [5.874, 0.212, -5.524], [0.130, -1.582, 3.915], [4.697, -0.387, 1.368], [5.533, 1.561, 2.794], [2.131, 5.508, -0.643], [6.695, 0.708, -6.027], [-0.374, -3.516, 1.932], [5.018, -1.052, -3.699], [-1.624, 1.845, -1.325], [4.316, 0.305, 0.613], [1.167, -2.518, 5.001], [1.805, -1.915, 3.461], [-0.096, 3.977, 3.075], [-1.762, 2.706, 2.440], [-6.089, -2.387, 3.036], [-3.671, -4.320, 2.140], [6.100, -0.431, -4.322], [0.897, 2.829, 3.007], [-6.812, -3.004, 2.501], [-1.758, 3.064, 4.155], [1.948, 2.800, 2.080], [2.762, 6.512, 0.071], [1.485, -3.152, 0.488], [-1.225, 3.602, 0.427], [3.968, 2.276, -1.583], [3.692, -2.059, -2.370], [0.534, 2.668, -4.169], [-0.595, 3.752, -1.647], [-0.105, 4.511, -3.648], [3.165, 6.267, 1.374], [-3.912, -3.801, 1.212], [2.945, 7.472, -0.394], [-2.523, 3.024, -2.285], [-0.321, -1.214, -3.463], [3.357, 3.649, -4.155], [1.913, -1.806, -3.515], [-1.202, 4.343, -0.373], [0.821, 1.128, -3.350], [3.872, 2.380, 0.379], [2.884, 0.884, -1.785], [-6.704, -1.187, 0.423], [-0.070, 5.744, -2.378], [3.134, -2.823, -1.240], [-1.605, 5.116, -2.960], [-4.771, -4.280, 0.742], [3.514, -0.371, -5.511], [1.148, -1.679, 4.300], [-0.213, 0.006, 0.923], [3.189, 4.837, 2.963], [1.303, 2.029, -3.735], [2.128, 2.742, -2.660], [2.779, 3.978, -3.284], [3.779, -3.997, -0.844], [0.006, 4.563, 2.162], [2.226, 4.022, 1.242], [-1.846, -2.430, -2.198], [1.669, 0.748, 3.993], [-4.470, -1.831, 1.741], [3.819, 1.502, -3.156], [7.080, -0.450, -3.863], [1.028, 2.930, -1.120], [5.312, 2.201, 1.936], [0.390, -2.643, 1.105], [4.953, -1.726, -2.492], [-2.928, -0.408, 3.324], [3.262, 1.791, -2.259], [-0.682, -4.391, 1.357], [1.211, 5.338, 4.171], [0.193, -3.806, 2.820], [-0.409, -0.032, 5.825], [-0.512, 5.711, 4.313], [0.843, -1.241, -1.715], [2.920, -1.664, -3.421]], "atomic_forces_ev_per_a": [[0.005, -0.005, 0.000], [-0.013, 0.003, -0.001], [-0.003, 0.005, -0.005], [-0.006, -0.013, -0.004], [0.007, 0.005, 0.017], [0.002, 0.000, 0.004], [0.004, -0.004, 0.004], [0.017, -0.008, -0.015], [0.003, -0.003, 0.000], [0.020, -0.002, -0.007], [0.001, -0.007, -0.003], [0.004, -0.008, -0.022], [-0.015, -0.006, -0.017], [0.000, -0.003, -0.002], [-0.004, 0.000, 0.009], [0.012, -0.046, 0.023], [-0.004, -0.006, 0.001], [-0.007, 0.002, 0.005], [0.005, 0.001, 0.010], [-0.006, 0.005, -0.001], [-0.010, 0.008, -0.023], [-0.001, -0.004, -0.021], [-0.008, 0.000, -0.003], [-0.001, -0.002, 0.008], [-0.021, 0.003, 0.022], [0.002, -0.015, 0.023], [-0.020, -0.006, -0.024], [0.007, -0.009, 0.016], [0.001, 0.000, 0.002], [-0.003, 0.011, -0.003], [0.006, 0.003, 0.000], [-0.001, -0.001, 0.001], [0.002, -0.001, -0.004], [0.018, 0.018, 0.000], [-0.006, 0.002, -0.007], [0.086, -0.041, -0.113], [0.015, 0.013, 0.015], [0.005, -0.003, -0.007], [0.000, -0.005, -0.003], [0.006, -0.001, -0.005], [0.009, 0.006, -0.004], [0.009, 0.006, 0.012], [-0.007, 0.012, 0.003], [0.002, -0.004, 0.000], [-0.001, -0.011, 0.014], [-0.004, 0.004, 0.003], [-0.075, -0.007, -0.038], [0.001, 0.002, -0.004], [-0.011, -0.004, 0.013], [0.005, 0.000, 0.006], [-0.001, 0.010, 0.009], [0.005, 0.007, 0.001], [-0.007, 0.018, 0.002], [-0.005, -0.007, 0.004], [0.001, 0.000, 0.003], [0.032, -0.021, -0.002], [0.003, 0.002, -0.003], [0.021, -0.004, -0.011], [-0.005, 0.009, 0.001], [-0.014, 0.012, -0.011], [0.021, 0.002, -0.003], [-0.006, -0.004, 0.006], [0.004, -0.001, -0.003], [0.008, -0.003, 0.015], [0.003, 0.001, -0.030], [0.034, 0.002, -0.027], [-0.013, -0.011, -0.004], [-0.005, -0.004, 0.009], [0.005, 0.004, -0.014], [-0.005, -0.007, -0.006], [-0.002, 0.015, 0.003], [0.012, 0.019, 0.021], [0.014, 0.003, 0.008], [0.038, 0.026, 0.008], [-0.005, -0.028, 0.048], [-0.007, -0.007, 0.013], [-0.042, 0.038, 0.003], [0.019, -0.028, -0.003], [-0.036, -0.040, 0.039], [-0.021, 0.005, 0.011], [-0.006, 0.004, -0.007], [0.020, 0.020, 0.007], [-0.002, 0.004, 0.001], [-0.011, -0.004, 0.004], [0.028, -0.034, -0.006], [-0.003, -0.001, -0.004], [-0.021, 0.018, -0.029], [-0.012, 0.027, -0.003], [0.011, 0.034, -0.009], [0.000, -0.002, 0.002], [-0.001, 0.003, -0.004], [-0.006, 0.008, -0.006], [0.015, 0.002, -0.013], [0.003, -0.021, 0.008], [-0.006, 0.009, 0.014], [0.003, -0.004, -0.020], [0.006, -0.013, -0.008], [0.000, 0.005, -0.004], [-0.031, 0.069, 0.009], [0.001, 0.003, 0.000], [0.000, -0.020, 0.027], [0.002, 0.057, -0.004], [-0.041, 0.006, -0.004], [0.013, 0.019, 0.022], [-0.016, 0.015, -0.037], [-0.010, 0.000, -0.011], [-0.118, 0.057, 0.004], [0.013, -0.006, -0.008], [-0.114, -0.074, 0.189], [0.009, 0.018, -0.006], [0.004, 0.000, 0.000], [0.108, -0.057, -0.027], [-0.005, 0.002, 0.002], [-0.043, -0.016, -0.001], [0.019, -0.030, -0.008], [0.005, 0.032, -0.013], [0.013, 0.013, 0.005], [0.009, -0.008, -0.012], [-0.001, 0.000, 0.003], [-0.013, -0.010, -0.007], [-0.003, -0.001, -0.008], [-0.002, 0.004, -0.003], [0.049, 0.028, 0.004], [0.059, -0.042, -0.002]]}

***

[2]
{"formula": "C29H34F3N7O3", "method": "wB97M-V/def2-TZVPD", "homo_lumo_gap_ha": 0.296, "mol_weight_g_mol": 585.6, "de_lowest_kj_mol": 13.4, "species": ["H", "N", "H", "H", "H", "N", "C", "C", "C", "H", "H", "C", "C", "C", "H", "H", "H", "C", "H", "C", "C", "H", "F", "H", "C", "C", "C", "H", "N", "C", "H", "N", "N", "C", "O", "H", "C", "C", "H", "N", "H", "C", "H", "C", "C", "H", "H", "C", "H", "H", "F", "H", "C", "H", "H", "F", "O", "H", "H", "H", "C", "C", "C", "H", "C", "H", "C", "C", "H", "N", "H", "C", "O", "H", "C", "H"], "xyz": [[4.528, 4.870, -1.019], [4.044, 0.083, -0.860], [-8.420, -0.194, -0.132], [-8.245, -1.387, 1.157], [0.384, -4.241, -0.013], [-6.115, 1.212, -0.895], [0.159, -1.159, -1.343], [2.061, -2.999, -0.530], [-5.924, -2.227, 0.385], [2.115, -2.321, 2.723], [6.411, 4.025, 0.395], [-7.763, -0.549, 0.662], [-3.859, 2.107, -0.435], [-5.666, -0.084, -0.669], [2.902, -0.034, 0.880], [-6.811, 1.484, -0.219], [-5.629, 3.224, -0.922], [5.376, 3.806, 0.675], [1.830, 0.094, -1.813], [-1.682, -2.723, -0.511], [3.843, 1.905, 0.736], [0.361, 0.762, 0.516], [2.520, -5.202, 0.228], [5.308, 3.856, 1.766], [1.504, -0.863, -1.436], [4.457, 4.871, 0.066], [-6.432, -0.969, 0.111], [-7.644, 0.251, 1.396], [5.118, 2.433, 0.298], [3.066, -4.019, -0.072], [3.422, 4.697, 0.350], [-1.505, 1.857, -0.479], [-3.920, 1.636, 0.809], [1.098, -1.985, 2.906], [0.873, -0.905, 2.003], [5.451, 0.391, -2.360], [2.481, -1.761, -1.019], [5.317, 0.623, -1.300], [-3.886, 0.105, -1.853], [-0.428, 0.665, 1.146], [4.272, -1.543, -2.130], [0.712, -3.299, -0.425], [-0.553, -0.403, -1.643], [3.852, 0.391, 0.548], [-2.618, 2.306, -1.034], [0.983, -1.646, 3.937], [-2.254, -1.386, -1.927], [-0.255, -2.383, -0.823], [0.384, -2.787, 2.713], [4.751, 5.853, 0.428], [3.726, -3.626, 1.041], [4.556, -1.927, -0.425], [-2.815, 1.244, 1.402], [4.514, 2.565, -1.736], [-4.265, -3.582, 0.249], [4.015, -4.271, -0.993], [-1.948, -3.542, 0.344], [6.272, 2.550, -1.424], [-6.510, -2.905, 0.987], [4.661, -0.040, 1.161], [-5.163, 2.270, -1.182], [-4.670, -2.630, -0.043], [3.923, -1.343, -1.111], [6.159, 0.190, -0.733], [5.312, 2.137, -1.105], [2.998, 2.326, 0.164], [-0.330, -0.312, 2.107], [-4.461, -0.533, -1.197], [-2.896, 0.877, 2.412], [-2.605, -2.023, -1.225], [3.705, 2.142, 1.793], [-1.597, 1.258, 0.706], [-1.169, -0.589, 2.917], [-2.508, 2.799, -1.991], [-3.931, -1.764, -0.832], [-4.949, 2.289, -2.258]], "atomic_forces_ev_per_a": [[-0.048, 0.058, -0.119], [0.158, -0.083, -0.017], [-0.121, 0.064, -0.009], [-0.060, -0.005, 0.042], [-0.001, -0.030, 0.037], [-0.342, 0.161, 0.178], [-0.083, -0.317, -0.045], [-0.072, -0.006, -0.030], [0.076, 0.231, -0.096], [-0.034, 0.012, -0.020], [-0.014, 0.018, 0.100], [0.165, -0.003, -0.087], [0.375, 0.163, 0.048], [0.054, -0.525, -0.152], [0.031, 0.004, 0.028], [0.079, 0.037, -0.081], [-0.031, -0.086, -0.088], [-0.050, 0.228, -0.010], [0.002, 0.121, -0.019], [0.190, 0.002, -0.111], [0.061, -0.268, 0.125], [-0.157, -0.052, 0.084], [-0.298, -0.079, -0.003], [0.091, 0.035, -0.029], [0.091, -0.063, -0.062], [0.177, -0.295, 0.105], [-0.089, 0.014, 0.027], [-0.080, 0.099, 0.078], [-0.033, -0.101, -0.039], [0.245, -0.266, 0.117], [-0.135, 0.045, -0.012], [0.425, -0.199, 0.308], [-0.265, 0.286, -0.189], [-0.109, -0.184, 0.280], [-0.038, 0.272, -0.211], [0.020, -0.022, 0.026], [-0.281, -0.137, 0.063], [0.024, 0.251, -0.191], [0.074, 0.062, 0.010], [0.460, 0.064, 0.014], [0.053, -0.009, 0.091], [-0.039, 0.022, -0.056], [-0.054, 0.079, 0.004], [-0.219, 0.261, 0.098], [-0.446, -0.060, 0.172], [0.031, -0.042, -0.062], [0.035, -0.160, 0.169], [0.306, 0.035, 0.099], [0.062, 0.020, 0.004], [-0.010, 0.132, 0.010], [0.000, 0.216, 0.135], [-0.056, 0.047, -0.124], [0.192, -0.140, 0.158], [0.075, -0.001, -0.018], [0.024, -0.060, 0.003], [0.009, 0.144, -0.218], [-0.076, -0.083, 0.093], [-0.012, 0.020, -0.033], [-0.082, -0.055, 0.070], [-0.044, -0.012, 0.001], [0.038, 0.045, -0.140], [0.179, -0.167, -0.039], [0.252, 0.137, -0.053], [0.001, 0.013, -0.045], [0.150, -0.236, -0.029], [-0.013, -0.006, 0.067], [0.332, 0.043, -0.151], [-0.096, -0.047, -0.084], [0.116, -0.055, 0.046], [0.015, 0.182, -0.404], [-0.039, 0.017, 0.004], [-0.378, 0.263, -0.279], [-0.291, -0.158, 0.239], [-0.110, 0.001, -0.126], [-0.375, -0.010, 0.248], [0.009, 0.112, 0.103]]}

***

[3]
{"formula": "C6H5NS", "method": "wB97M-V/def2-TZVPD", "homo_lumo_gap_ha": [0.316, 0.252], "s2": 2.013, "mol_weight_g_mol": 123.2, "de_lowest_kj_mol": 0.0, "multiplicity": 3, "species": ["N", "C", "C", "H", "H", "C", "H", "S", "C", "C", "H", "C", "H"], "xyz": [[-0.862, 2.092, -0.633], [2.877, -2.024, 1.166], [-0.085, 1.184, 0.036], [-2.779, -0.554, -0.649], [-2.601, 2.002, -1.790], [-0.767, -0.149, -0.075], [-0.256, -0.915, 0.457], [1.198, 1.544, 0.935], [2.086, -1.465, 0.482], [-1.970, 0.137, -0.570], [3.282, -2.763, 1.776], [-1.952, 1.565, -1.019], [1.827, -0.652, -0.115]], "atomic_forces_ev_per_a": [[2.347, 2.718, 0.426], [-0.005, -1.379, 0.850], [-3.583, -1.532, -2.352], [-0.399, -0.285, -0.289], [0.111, 0.026, 0.815], [1.875, 2.077, 1.651], [-0.674, -1.137, 0.006], [2.080, 0.839, 1.387], [0.313, 1.279, -0.751], [-1.006, 0.431, -1.167], [0.831, -0.543, 0.692], [-1.097, -2.871, -0.345], [-0.794, 0.377, -0.924]]}

***

[4]
{"formula": "CH10NO3", "method": "wB97M-V/def2-TZVPD", "homo_lumo_gap_ha": 0.421, "mol_weight_g_mol": 84.1, "total_charge": 1, "de_lowest_kj_mol": 111.4, "species": ["H", "O", "H", "H", "O", "H", "N", "H", "H", "H", "H", "C", "O", "H", "H"], "xyz": [[-0.464, -0.107, 1.438], [-0.269, -1.628, -1.639], [-1.456, 1.102, 1.410], [0.242, 2.606, -1.518], [0.263, -0.869, 2.926], [1.031, 0.776, -2.763], [0.059, 1.601, -1.157], [0.501, -2.275, -1.590], [1.064, -0.169, -1.158], [0.945, -1.487, 2.712], [-1.136, -2.155, -1.788], [0.688, 0.655, -1.778], [-0.596, 0.786, 1.025], [-0.384, 1.529, -0.173], [-0.061, -1.265, 3.707]], "atomic_forces_ev_per_a": [[0.165, 0.786, -0.031], [-1.032, -2.410, -0.251], [1.205, -0.478, -0.307], [-1.329, -2.220, 0.016], [0.121, 0.596, -1.041], [0.463, 0.336, -1.155], [1.414, 2.686, -1.996], [-1.814, 0.797, -0.248], [-0.826, 0.237, -0.662], [1.042, -0.494, -0.586], [2.426, 0.991, 0.346], [0.167, 0.788, 3.319], [-2.140, -0.251, 1.764], [1.243, -1.000, -0.801], [-1.104, -0.364, 1.636]]}